(P)
This record from the OMol25 dataset describes 8 unconnected molecules or ions with the total composition C14H47N3O9. The level of theory is ωB97M-V/def2-TZVPD.

Element x y z (Å)
C 2.00296 -2.44938 1.92802
O 1.08763 -3.53480 2.11879
C 0.15455 -3.24629 3.11111
C -0.56529 -4.51856 3.62497
C -1.36613 -5.19652 2.53007
N -1.44029 -4.22954 4.76429
H 2.37702 -2.29141 2.94651
H 1.45513 -1.53585 1.66102
H 2.72163 -2.65133 1.14180
H 0.58675 -2.83968 4.04077
H -0.56294 -2.50684 2.71685
H 0.25192 -5.08064 4.08846
H -1.81806 -6.09033 2.95606
H -0.77974 -5.49533 1.66211
H -2.04439 -4.40535 2.20004
H -2.19817 -3.59372 4.55272
H -0.87253 -3.89265 5.52993
C 2.14373 2.73129 -4.19979
O 2.59107 3.09924 -2.92967
C 2.25469 2.22819 -1.86859
C 3.22398 1.05589 -1.94615
C 3.06407 -0.19674 -1.04060
N 4.63427 1.53139 -1.76019
H 1.20190 2.17216 -4.15458
H 2.90643 2.15428 -4.73497
H 1.92691 3.58212 -4.85058
H 2.27455 2.74683 -0.90720
H 1.20160 1.92260 -1.93109
H 3.25214 0.62506 -2.95147
H 2.36914 -0.88900 -1.51817
H 2.75299 0.02548 -0.01895
H 4.02613 -0.70490 -1.00868
H 4.64116 1.96752 -0.82553
H 4.64750 2.42003 -2.28227
C -3.03584 -3.47002 -0.41228
O -3.36811 -2.75245 -1.59046
C -2.52745 -1.59825 -1.68558
C -2.69540 -1.00742 -3.07876
C -1.40846 -0.39820 -3.61099
N -3.79595 -0.03378 -3.12118
H -3.22333 -2.87787 0.48703
H -1.97649 -3.75013 -0.45567
H -3.58215 -4.41110 -0.44237
H -2.80468 -0.94084 -0.85397
H -1.47884 -1.86477 -1.51646
H -2.96362 -1.86298 -3.70957
H -0.59961 -1.13533 -3.56509
H -0.99602 0.40548 -2.99423
H -1.47628 -0.07079 -4.64783
H -4.65975 -0.45447 -2.79541
H -3.92802 0.19059 -4.10420
O 2.39415 4.41257 3.06137
C 2.20461 5.16962 1.87504
C 0.94728 4.64347 1.17198
O -0.17506 4.93544 2.00359
H 1.53127 4.37941 3.49334
H 2.03297 6.22168 2.10199
H 3.04599 5.00740 1.20824
H 0.90387 3.55461 1.04687
H 0.82152 5.04866 0.16064
H -0.95261 4.45150 1.71777
O 1.72278 1.01926 2.20487
H 1.46464 1.40967 3.04858
H 2.61044 1.36246 2.04398
O -0.40810 0.94500 0.06779
H -1.32639 0.90188 0.36991
H 0.11785 0.93359 0.88108
O -3.51357 0.94513 1.24467
H -3.69845 0.98417 2.19016
H -4.28483 0.51091 0.86213
O -3.17628 2.44167 -1.67463
H -3.49406 1.75500 -2.29738
H -2.35031 2.08600 -1.32999

Values from the calculation:
- lowest unoccupied orbital energy (eV) = 0.0073
- highest occupied orbital energy (eV) = -9.351
- net charge = 0

List of Löwdin charges in e, atom by atom:
1 C -0.08
2 O -0.19
3 C -0.25
4 C -0.44
5 C -0.05
6 N 0.03
7 H 0.09
8 H 0.06
9 H 0.09
10 H 0.12
11 H 0.13
12 H 0.14
13 H 0.08
14 H 0.08
15 H 0.06
16 H 0.07
17 H 0.07
18 C -0.12
19 O -0.20
20 C -0.19
21 C -0.40
22 C -0.05
23 N 0.03
24 H 0.09
25 H 0.09
26 H 0.09
27 H 0.11
28 H 0.11
29 H 0.12
30 H 0.07
31 H 0.05
32 H 0.07
33 H 0.07
34 H 0.07
35 C -0.12
36 O -0.19
37 C -0.20
38 C -0.41
39 C -0.06
40 N 0.03
41 H 0.08
42 H 0.09
43 H 0.09
44 H 0.11
45 H 0.12
46 H 0.14
47 H 0.08
48 H 0.07
49 H 0.08
50 H 0.09
51 H 0.09
52 O -0.08
53 C -0.22
54 C -0.25
55 O -0.07
56 H 0.08
57 H 0.12
58 H 0.12
59 H 0.09
60 H 0.12
61 H 0.09
62 O -0.05
63 H 0.06
64 H 0.05
65 O -0.07
66 H 0.00
67 H 0.00
68 O -0.05
69 H 0.04
70 H 0.04
71 O -0.09
72 H -0.01
73 H -0.01


(Q)
This record from the OMol25 dataset describes 8 unconnected molecules or ions with the total composition C14H47N3O9. The level of theory is ωB97M-V/def2-TZVPD.

Element x y z (Å)
C 3.15900 0.65815 -7.35077
O 3.08914 -0.11061 -6.16596
C 2.85165 0.62945 -5.00473
C 3.06199 -0.25163 -3.79361
C 2.10881 -1.45034 -3.84114
N 2.78500 0.54943 -2.59022
H 3.67370 0.04475 -8.09024
H 3.78232 1.54861 -7.22268
H 2.14506 0.88237 -7.68858
H 3.52497 1.50713 -4.94429
H 1.87079 1.13011 -4.98796
H 4.07585 -0.63695 -3.63510
H 2.36505 -2.10078 -4.67877
H 1.08449 -1.09145 -3.93686
H 2.27646 -2.11282 -2.98852
H 3.30359 1.41777 -2.57491
H 2.93841 0.01677 -1.74016
C -1.92145 4.71652 3.61621
O -2.55271 3.49731 3.30998
C -1.67194 2.59433 2.69345
C -2.30143 1.18457 2.73276
C -2.96919 0.84209 4.04027
N -1.27801 0.17539 2.38728
H -1.44666 5.11848 2.71334
H -1.19583 4.58662 4.42997
H -2.61332 5.47236 3.98907
H -1.54258 2.86403 1.63321
H -0.65686 2.62622 3.10938
H -2.99284 1.21495 1.88071
H -3.80031 1.52517 4.22133
H -2.28813 0.94182 4.88675
H -3.40211 -0.15930 4.02761
H -1.74537 -0.72417 2.47407
H -1.05255 0.19922 1.38764
C -4.88648 -3.12173 -0.03633
O -3.48018 -3.02798 -0.16269
C -2.98604 -3.97178 -1.09284
C -1.58725 -3.56115 -1.59223
C -0.58028 -3.45429 -0.44062
N -1.76362 -2.25163 -2.26287
H -5.41887 -2.74206 -0.91423
H -5.15113 -2.63692 0.89899
H -5.19731 -4.17507 0.02363
H -2.93082 -4.94113 -0.58581
H -3.58818 -3.97507 -2.00913
H -1.27008 -4.31290 -2.31453
H -0.45271 -4.46057 -0.02082
H -0.87770 -2.81822 0.38619
H 0.37120 -3.14706 -0.87590
H -0.94931 -1.68623 -2.05383
H -2.50405 -1.75556 -1.77388
O 1.50634 1.20334 6.47410
C 1.10850 2.15069 5.49176
C 1.70024 1.82875 4.13866
O 1.26128 0.53555 3.73557
H 1.08908 0.37680 6.20229
H 0.01258 2.20048 5.48129
H 1.43205 3.13325 5.84937
H 2.78456 1.75080 4.25557
H 1.48251 2.57640 3.37022
H 0.39131 0.57547 3.27527
O 2.28987 1.12500 0.76970
H 2.75370 1.76704 0.22237
H 2.83210 1.02814 1.56182
O -0.03132 1.19408 -2.48755
H 0.03416 2.13829 -2.65284
H 0.88707 0.85424 -2.61406
O 2.97743 -1.97806 -0.26074
H 2.09324 -2.24837 0.01575
H 3.31050 -1.46615 0.48259
O 0.01189 -0.31387 -0.11968
H 0.05348 0.02427 -1.03158
H 0.60724 0.27759 0.36847

Values from the calculation:
- lowest unoccupied orbital energy (eV) = 0.0373
- highest occupied orbital energy (eV) = -8.911
- net charge = 0

List of Löwdin charges in e, atom by atom:
1 C -0.10
2 O -0.18
3 C -0.24
4 C -0.40
5 C -0.04
6 N 0.03
7 H 0.09
8 H 0.09
9 H 0.09
10 H 0.12
11 H 0.13
12 H 0.14
13 H 0.08
14 H 0.08
15 H 0.07
16 H 0.08
17 H 0.06
18 C -0.11
19 O -0.18
20 C -0.21
21 C -0.40
22 C -0.05
23 N 0.04
24 H 0.09
25 H 0.08
26 H 0.09
27 H 0.13
28 H 0.09
29 H 0.14
30 H 0.08
31 H 0.08
32 H 0.08
33 H 0.09
34 H 0.05
35 C -0.11
36 O -0.21
37 C -0.22
38 C -0.40
39 C -0.07
40 N 0.05
41 H 0.09
42 H 0.09
43 H 0.09
44 H 0.13
45 H 0.12
46 H 0.13
47 H 0.08
48 H 0.07
49 H 0.06
50 H 0.03
51 H 0.07
52 O -0.06
53 C -0.26
54 C -0.27
55 O -0.10
56 H 0.08
57 H 0.11
58 H 0.12
59 H 0.12
60 H 0.10
61 H 0.03
62 O -0.04
63 H 0.05
64 H 0.05
65 O -0.09
66 H 0.05
67 H -0.01
68 O -0.06
69 H 0.02
70 H 0.03
71 O -0.09
72 H 0.00
73 H 0.00


Tell me which of them is the least stable. Sure, it is (P).


(P)
This record from the OMol25 dataset describes 2 unconnected molecules or ions with the total composition C4H15N4. The level of theory is ωB97M-V/def2-TZVPD.

Element x y z (Å)
C 0.95953 -2.10419 -0.17790
C 2.09084 -1.13859 -0.53932
N 1.59199 -0.05367 -1.45907
N 1.48086 -3.25161 0.54929
H 0.24652 -1.52322 0.41253
H 0.51353 -2.44516 -1.11583
H 2.49433 -0.61207 0.32690
H 2.90147 -1.65487 -1.04574
H 1.70675 -0.35079 -2.42901
H 2.19189 0.76555 -1.39959
H 1.71193 -2.95342 1.48381
H 0.77306 -3.96984 0.65913
C -2.36685 2.78324 1.54428
N -0.91214 0.60605 -0.98223
C -1.11023 1.44153 -0.01234
N -2.26640 1.64611 0.62171
H -3.32498 2.76079 2.05618
H -2.25373 3.75635 1.07058
H -1.61386 2.64310 2.32064
H -1.69397 -0.02369 -1.14491
H 0.26545 0.28421 -1.29027
H -0.27271 1.97949 0.42411
H -3.11330 1.41470 0.12705

Values from the calculation:
- lowest unoccupied orbital energy (eV) = -2.6451
- highest occupied orbital energy (eV) = -12.669
- net charge = +1

List of natural (NBO) charges in e, atom by atom:
1 C -0.23
2 C -0.22
3 N -0.79
4 N -0.82
5 H 0.16
6 H 0.20
7 H 0.20
8 H 0.22
9 H 0.40
10 H 0.40
11 H 0.36
12 H 0.37
13 C -0.43
14 N -0.75
15 C 0.38
16 N -0.55
17 H 0.24
18 H 0.21
19 H 0.22
20 H 0.39
21 H 0.44
22 H 0.19
23 H 0.41


(Q)
This record from the OMol25 dataset describes 2 unconnected molecules or ions with the total composition C4H15N4. The level of theory is ωB97M-V/def2-TZVPD.

Element x y z (Å)
C -1.67416 -0.85503 0.66505
C -2.83322 -0.46648 0.15481
N -3.75126 -1.31377 -0.47759
N -0.79339 0.01710 1.41272
H -1.29279 -1.85812 0.50903
H -3.19635 0.53535 0.33448
H -4.16113 -0.92647 -1.31583
H -3.35927 -2.22265 -0.69928
H -0.16874 0.93492 0.05271
H -0.30767 -0.52068 2.11966
H -1.33883 0.69961 1.93288
N 3.80161 -0.12333 -0.13018
C 2.38893 -0.11803 -0.45658
C 1.86459 1.30061 -0.26969
N 0.43065 1.37108 -0.69512
H 4.33895 0.33481 -0.85658
H 4.15868 -1.06827 -0.07858
H 1.86707 -0.76027 0.24574
H 2.15700 -0.46487 -1.47046
H 1.87317 1.58914 0.77363
H 2.41161 2.03883 -0.84568
H 0.11657 2.32863 -0.84283
H 0.28637 0.87083 -1.57335

Values from the calculation:
- lowest unoccupied orbital energy (eV) = -3.0150
- highest occupied orbital energy (eV) = -11.506
- net charge = +1

List of natural (NBO) charges in e, atom by atom:
1 C -0.15
2 C -0.04
3 N -0.79
4 N -0.87
5 H 0.20
6 H 0.19
7 H 0.38
8 H 0.37
9 H 0.47
10 H 0.40
11 H 0.39
12 N -0.82
13 C -0.23
14 C -0.22
15 N -0.70
16 H 0.36
17 H 0.38
18 H 0.20
19 H 0.17
20 H 0.23
21 H 0.22
22 H 0.43
23 H 0.43


(R)
This record from the OMol25 dataset describes a molecular structure, C4H15N4. The level of theory is ωB97M-V/def2-TZVPD.

Element x y z (Å)
C -3.25232 -1.10390 0.12797
C 2.86899 0.66460 0.78158
C 1.83540 -1.32451 -0.33634
C -1.07898 1.54124 -0.27019
N 0.02770 1.25700 -0.48712
N -2.13468 2.06336 0.19074
N -1.89717 -0.63122 -0.03084
N 2.34009 0.16251 -0.48560
H -3.90339 -1.17496 -0.68853
H -3.39835 -1.94340 0.74700
H -3.72716 -0.27186 0.63207
H 2.16480 0.68378 1.66550
H 3.89145 0.24705 1.08415
H 3.17698 1.68209 0.52203
H 1.33910 -1.45107 -1.31212
H 2.88345 -1.80246 -0.12534
H 1.14630 -1.16977 0.51413
H 1.11719 0.66433 -0.54382
H -1.40225 -1.10398 -0.78792
H -2.10191 2.94701 0.55040
H -2.92294 1.46758 0.19860
H -1.44145 -0.87243 0.79540
H 2.93927 0.46239 -1.31510

Values from the calculation:
- lowest unoccupied orbital energy (eV) = -2.5715
- highest occupied orbital energy (eV) = -13.458
- net charge = +1

List of natural (NBO) charges in e, atom by atom:
1 C -0.42
2 C -0.46
3 C -0.42
4 C 0.70
5 N -0.56
6 N -0.80
7 N -0.84
8 N -0.63
9 H 0.22
10 H 0.20
11 H 0.16
12 H 0.23
13 H 0.22
14 H 0.22
15 H 0.22
16 H 0.24
17 H 0.21
18 H 0.45
19 H 0.37
20 H 0.43
21 H 0.44
22 H 0.36
23 H 0.42


(S)
This record from the OMol25 dataset describes 2 unconnected molecules or ions with the total composition C4H15N4. The level of theory is ωB97M-V/def2-TZVPD.

Element x y z (Å)
C -2.40379 -1.82196 0.26562
C -1.36560 2.34457 0.00340
C 0.56311 1.73177 -1.34081
C -0.82047 -0.00356 -0.41622
N 3.19368 -1.91559 0.82381
N -1.92274 -0.46401 0.25078
N 2.02554 -1.15252 0.58177
N -0.67504 1.29605 -0.73477
H -1.70963 -2.49957 0.94556
H -3.24669 -1.79423 0.96910
H -2.26013 -2.11524 -0.74573
H -2.44068 2.44922 -0.29884
H -1.16216 2.25022 1.06174
H -0.63948 3.19416 -0.22109
H 0.39299 2.06202 -2.37788
H 1.07228 2.63513 -0.91472
H 1.25846 0.97395 -1.35298
H 0.07237 -0.58998 -0.56060
H 3.08241 -2.89973 0.32903
H 3.25418 -2.24058 1.87668
H -2.78047 0.20664 0.15917
H 2.27126 -0.21034 0.97835
H 4.24059 -1.43641 0.71864

Values from the calculation:
- lowest unoccupied orbital energy (eV) = -3.1265
- highest occupied orbital energy (eV) = -10.705
- net charge = +1

List of natural (NBO) charges in e, atom by atom:
1 C -0.44
2 C -0.45
3 C -0.42
4 C 0.39
5 N -0.55
6 N -0.54
7 N -0.90
8 N -0.34
9 H 0.23
10 H 0.25
11 H 0.23
12 H 0.23
13 H 0.23
14 H 0.24
15 H 0.22
16 H 0.22
17 H 0.23
18 H 0.27
19 H 0.43
20 H 0.37
21 H 0.41
22 H 0.29
23 H 0.39


Tell me which of them is the least stable. Sure, it is (S).


(P)
This record from the OMol25 dataset describes C3H8N2O in the gas phase. The level of theory is ωB97M-V/def2-TZVPD.

Element x y z (Å)
C 1.52037 -1.46738 0.86698
N 0.86223 -0.80687 0.01365
N -0.59791 -1.17050 -0.06130
C -1.08659 -0.03300 -0.78041
C -0.64365 1.38064 -0.22969
O 0.60873 1.57812 -0.97250
H 1.04530 -2.09541 1.65393
H 2.67333 -1.21994 1.03552
H -0.67637 -0.65940 1.05097
H -2.06240 -0.14316 -0.37646
H -0.90117 -0.16930 -1.88721
H -0.51982 1.59365 0.92614
H -1.41633 2.25140 -0.53932
H 1.19427 0.96117 -0.70029

Values from the calculation:
- lowest unoccupied orbital energy (eV) = 0.7244
- highest occupied orbital energy (eV) = -9.505
- net charge = 0

List of natural (NBO) charges in e, atom by atom:
1 C -0.08
2 N -0.34
3 N -0.41
4 C -0.28
5 C -0.11
6 O -0.74
7 H 0.16
8 H 0.19
9 H 0.32
10 H 0.20
11 H 0.23
12 H 0.18
13 H 0.20
14 H 0.48


(Q)
This record from the OMol25 dataset describes C3H8N2O in the gas phase. The level of theory is ωB97M-V/def2-TZVPD.

Element x y z (Å)
C 0.47333 -0.48553 2.52271
N 0.50253 0.30232 1.46292
O -0.33478 -0.20414 0.43998
C -0.42224 1.01335 -0.50530
C -0.68553 0.34767 -1.91424
N 0.41797 -0.79929 -1.63050
H -0.22369 -1.52160 2.58126
H 1.43287 -0.09187 3.22060
H -1.15561 1.68434 0.02119
H 0.52344 1.45836 -0.54864
H -1.72788 0.11469 -1.94659
H -0.11828 1.15522 -2.81605
H 0.55925 -1.47392 -2.58339
H 0.75122 -1.46622 -0.89425

Values from the calculation:
- lowest unoccupied orbital energy (eV) = 1.1208
- highest occupied orbital energy (eV) = -8.808
- net charge = 0

List of natural (NBO) charges in e, atom by atom:
1 C -0.19
2 N -0.15
3 O -0.43
4 C -0.09
5 C -0.20
6 N -0.96
7 H 0.21
8 H 0.22
9 H 0.19
10 H 0.20
11 H 0.20
12 H 0.22
13 H 0.34
14 H 0.42


(R)
This record from the OMol25 dataset describes C3H8N2O in the gas phase. The level of theory is ωB97M-V/def2-TZVPD.

Element x y z (Å)
C 1.36006 0.00401 -1.91069
C 0.99521 -0.12888 -0.45989
O 1.79919 -0.16177 0.44233
N -0.37013 -0.22318 -0.20641
C -0.87367 0.25936 1.05488
N -2.33702 0.28045 1.05803
H 0.79295 0.81120 -2.38032
H 2.39187 0.12300 -2.04209
H 0.94536 -0.85982 -2.44020
H -0.91175 -0.66347 -0.92776
H -0.60325 -0.40763 1.87118
H -0.43784 1.22340 1.28696
H -2.72255 1.20478 0.99811
H -2.70258 -0.30301 1.78672

Values from the calculation:
- lowest unoccupied orbital energy (eV) = 0.9410
- highest occupied orbital energy (eV) = -9.374
- net charge = 0

List of natural (NBO) charges in e, atom by atom:
1 C -0.71
2 C 0.68
3 O -0.60
4 N -0.67
5 C -0.04
6 N -0.86
7 H 0.23
8 H 0.24
9 H 0.22
10 H 0.40
11 H 0.17
12 H 0.18
13 H 0.37
14 H 0.37


Tell me which of them is the least stable. Sure, it is (Q).